The following is a quantum chemistry calculation of C12H30BF4InN3O7 as an isolated structure at a distorted geometry, from the OMol25 dataset.

```
! RIJCOSX wB97M-V def2-TZVPD def2/J DEFGRID3
* xyz 1 1
In -6.40058 0.61190 -14.20035
F -3.55812 1.37383 -14.24771
F -4.88901 3.12822 -13.81480
F -3.14303 3.34298 -15.36769
F -2.79965 3.30054 -13.11775
O -6.11148 -2.72044 -11.17718
O -8.11401 -1.63622 -14.10773
O -5.99852 0.69399 -11.46951
O -5.21292 -1.22407 -15.93166
O -4.09506 -1.98280 -11.20867
O -5.33510 -1.75937 -12.97906
O -7.86837 2.68948 -15.45257
N -8.48085 0.27882 -12.28353
N -5.17085 -2.15446 -11.77472
N -5.42165 1.63226 -16.40694
C -4.89131 0.60575 -17.34536
C -4.17803 -0.52744 -16.66388
C -8.05780 -0.47035 -11.07383
C -9.37434 -1.68205 -13.45428
C -7.20911 3.44506 -16.42048
C -6.86605 0.23238 -10.43291
C -6.29484 2.50047 -17.16823
C -4.75449 1.20830 -10.99099
C -7.81308 -2.82650 -14.81326
C -8.95360 3.33823 -14.74460
C -4.92153 -2.62308 -15.86685
C -9.66516 -0.29974 -12.90019
B -3.56614 2.78898 -14.14524
H -4.24348 1.13191 -18.05190
H -10.55283 -0.20461 -12.26964
H -7.21560 1.03853 -9.77916
H -7.75639 -1.50136 -11.26524
H -9.78426 3.36713 -15.45048
H -6.30448 -0.48619 -9.83111
H -8.64397 1.21298 -11.91738
H -3.34786 -0.21914 -16.03617
H -9.31929 -2.43906 -12.66449
H -6.91819 -2.57798 -15.38510
H -6.96393 1.80695 -17.68851
H -7.58069 -3.61522 -14.09599
H -8.95024 -0.55843 -10.44807
H -4.25898 1.51023 -11.91272
H -8.56173 -3.06976 -15.57148
H -5.78701 3.11282 -17.91959
H -6.57008 4.12276 -15.84100
H -3.86343 -1.24084 -17.42724
H -4.12699 0.44356 -10.52617
H -4.62424 -3.03398 -16.83518
H -5.69814 0.13387 -17.90524
H -4.93979 2.02161 -10.28761
H -7.85486 4.04631 -17.05808
H -5.82616 -3.09957 -15.49989
H -9.93536 0.33538 -13.75060
H -10.14789 -2.02386 -14.14636
H -8.64007 4.34427 -14.47190
H -4.65307 2.22644 -16.08156
H -4.14205 -2.97260 -15.18736
H -9.20913 2.69792 -13.90515
*
```

Properties
Relative energy (zero: lowest compared OMol25 entry of this formula, charge and spin) = 0.00 kcal/mol
Kohn-Sham gap = 4.18 eV
Electronic energy = -1780.2833 hartree
Highest occupied orbital energy = -11.8 eV

---

The following is a quantum chemistry calculation of a 9-piece molecular cluster, C12H30Br6N6O12 overall at a distorted geometry, from the OMol25 dataset.

```
! RIJCOSX wB97M-V def2-TZVPD def2/J DEFGRID3
* xyz -1 2
Br -2.93850 2.39848 5.38781
Br -1.71831 0.84443 1.11064
Br 6.17272 -1.51789 1.04576
Br 0.56292 -0.62479 -2.74730
Br 2.80082 -1.66552 -0.24242
Br -4.94893 -1.39051 3.72837
O 1.41586 3.47698 1.45396
O -2.81129 1.82520 -6.78094
O 0.53717 3.93715 -0.45251
O -3.49077 0.42606 -5.25944
O 0.28661 1.15686 3.83859
O -4.40542 -3.65109 1.36946
O 1.05364 -3.95783 -2.26290
O 3.27595 2.33104 -3.38619
O -0.32540 -5.55735 -2.22865
O -2.26651 -3.18570 0.93828
O 1.98876 0.75451 5.14656
O 3.77831 4.36932 -3.83796
N -3.16916 -3.79346 1.56259
N 0.53741 3.92537 0.76773
N 1.45589 0.84054 4.07315
N -2.60709 0.91302 -5.99558
N 2.98442 3.51573 -3.57117
N 0.33612 -4.67350 -1.67878
C -1.23622 0.35409 -5.98644
C 2.35918 0.75314 2.92566
C -0.43078 0.56541 -1.49321
C -0.73974 4.24268 1.37321
C 5.53879 -0.76589 -0.70000
C -2.75503 -4.89938 2.49040
C -3.61886 0.02226 3.93696
C 1.54403 3.83825 -3.63055
C -0.53139 -0.17836 -0.11887
C 4.14999 -0.17564 -0.39597
C -4.01445 0.74771 5.21890
C 0.37972 -4.68266 -0.22956
H 0.41040 -0.31620 0.41226
H -0.90713 5.31697 1.29575
H 3.03784 -0.07925 3.11179
H -1.48802 3.63285 0.86697
H 5.65243 -1.50901 -1.48927
H 1.79381 0.61303 2.00434
H 3.82066 0.55884 -1.13094
H -3.41451 -5.75233 2.33013
H -1.03409 -1.12626 -0.31086
H 1.27696 4.54693 -2.84662
H -3.75764 0.68711 3.08443
H 0.02523 1.53860 -1.31139
H -3.74574 0.13676 6.08065
H -0.80890 3.92182 2.41262
H -1.06531 0.20416 -4.92042
H 2.91348 1.68382 3.04677
H -1.76965 -5.27578 2.21573
H -2.63097 -0.43778 3.91325
H -1.38648 0.68691 -2.00310
H -2.84068 -4.51369 3.50628
H -0.54432 0.95131 -6.58032
H 0.43549 -3.64284 0.09257
H 4.17033 0.27366 0.59691
H -1.39592 -0.66386 -6.34193
H 6.17812 0.08883 -0.92092
H 1.38032 4.30361 -4.60253
H -5.08661 0.93956 5.26108
H 1.24118 -5.17800 0.21836
H 0.94882 2.92809 -3.55668
H -0.55954 -5.03652 0.19550
*
```

Properties
Relative energy (zero: lowest compared OMol25 entry of this formula, charge and spin) = 9.63 kcal/mol
Kohn-Sham gap (spin up / spin down) = 2.55 / 5.86 eV
Electronic energy = -17150.1430 hartree
Highest occupied orbital energy (spin up / spin down) = -1.1 / -4.4 eV

---

The following is a quantum chemistry calculation of a 7-piece molecular cluster, C12H30ClN6O10 overall at a distorted geometry, from the OMol25 dataset.

```
! RIJCOSX wB97M-V def2-TZVPD def2/J DEFGRID3
* xyz -1 1
Cl 0.28699 -1.32229 -0.57416
O -0.54864 -0.63196 0.38157
O 1.61577 -0.48406 -5.93568
O 1.40068 -0.47943 -0.93890
O 0.77786 -2.54902 0.02156
O -0.47517 -1.67388 -1.74534
O 4.69035 -0.51240 3.00045
O 2.80122 3.79653 -2.43546
O -2.19464 3.44958 -2.12520
O -3.45793 0.88657 4.76772
O -1.24305 -4.38322 4.13142
N -2.42123 1.50768 2.87127
N -0.11955 -0.80975 -4.53601
N 0.97656 2.61456 -1.80307
N 3.72480 -0.48691 0.95198
N -1.29662 -3.67950 1.99850
N -2.68494 1.34097 -2.80628
C -3.02464 1.96875 -0.46645
C 1.79617 -2.28149 -4.37453
C 1.11911 -1.09831 -5.00906
C -0.66017 -3.88141 3.17790
C 0.82065 -3.59409 3.19547
C 2.42227 0.20912 2.87893
C 1.63536 3.76593 -2.08897
C -2.71102 0.60356 3.85044
C 3.72316 -0.29357 2.29223
C -2.63302 2.33743 -1.87510
C -2.02831 -0.73924 3.70621
C 0.79561 5.01821 -1.97836
H 0.68537 5.33543 -0.94271
H 1.03739 -2.57835 2.87045
H -0.18958 4.83967 -2.41365
H 2.37587 -1.94319 -3.51277
H -2.27089 -3.92453 1.94854
H -2.42328 1.09041 -0.20421
H -0.01857 2.64019 -1.67117
H 1.31631 -4.33736 2.57370
H -2.37346 1.55436 -3.73838
H -4.07074 1.66311 -0.41402
H -1.96478 -0.99747 2.65140
H 1.48556 1.74660 -1.84679
H -0.61877 -0.08081 -5.01285
H -1.05477 -0.74448 4.19320
H 1.16699 -3.72204 4.21861
H 2.10753 -0.47392 3.66554
H 4.56672 -0.86908 0.55646
H -2.79237 2.43801 2.96193
H 1.25919 5.80821 -2.56358
H 2.46692 -2.78216 -5.06488
H -0.88256 -3.23802 1.19144
H -0.53748 -1.29965 -3.76226
H -3.35432 0.60599 -2.66768
H -2.79272 2.77546 0.21504
H -2.64250 -1.46311 4.23956
H 1.06245 -3.00503 -4.01559
H 2.59054 1.19625 3.30872
H 2.87881 -0.50748 0.40163
H 1.62279 0.30241 2.14139
H -1.72331 1.37221 2.15983
*
```

Properties
Relative energy (zero: lowest compared OMol25 entry of this formula, charge and spin) = 0.00 kcal/mol
Kohn-Sham gap = 9.50 eV
Electronic energy = -2016.3942 hartree
Highest occupied orbital energy = -7.3 eV

---

The following is a quantum chemistry calculation of C12H30ClO8P2Zr as an isolated structure at a distorted geometry, from the OMol25 dataset.

```
! RIJCOSX wB97M-V def2-TZVPD def2/J DEFGRID3
* xyz 4 2
Zr -1.43866 -0.95887 2.09177
Cl 0.52349 0.63073 1.52052
P 1.53946 -3.07983 1.01312
P -2.98541 1.98366 0.28995
O 2.08630 -4.23576 1.96941
O 1.32394 -3.82700 -0.41725
O 0.31906 -2.37999 1.49676
O -2.40065 0.74917 0.86577
O -4.66837 2.10929 0.38041
O -2.65958 3.37740 1.16836
O -2.51268 2.22483 -1.27010
O 2.91086 -2.21629 0.62518
C 4.47036 -4.14120 2.74094
C 3.15800 -1.65627 -0.62532
C -1.31367 5.28190 0.56633
C -2.79845 4.71875 0.70025
C -1.12950 2.36685 -1.63023
C 2.34974 -4.66696 -0.92622
C -1.03177 3.25688 -2.90930
C -5.44037 3.07962 -1.72603
C -5.47672 3.09744 -0.19545
C 1.80680 -6.13836 -0.59370
C 3.01987 -4.14922 3.06031
C 3.77353 -0.27090 -0.36222
H -1.25879 6.33777 0.30133
H -0.67692 5.20558 1.44772
H 4.95991 -3.17913 2.58978
H 3.33412 -4.57039 -0.46822
H -4.54836 3.54921 -2.14063
H 4.85585 -4.83315 1.99213
H 2.05160 -4.54752 -1.96783
H -1.36531 4.28378 -2.75987
H -5.20327 4.12618 0.03913
H 2.95371 0.32519 0.03863
H 0.78555 -6.03457 -0.96025
H -1.52386 2.92108 -3.82208
H -3.15579 4.76138 -0.32862
H 4.68103 -0.15851 0.23101
H 3.92817 0.35049 -1.24430
H -0.66366 1.38912 -1.75323
H -6.37713 3.54687 -2.02976
H -3.49097 5.28845 1.31988
H 2.21135 -1.51701 -1.14738
H 2.31695 -6.86392 -1.22728
H -6.47329 2.93222 0.21402
H 4.93746 -4.52590 3.64753
H 1.85753 -6.42935 0.45552
H -0.50165 2.82723 -0.86736
H -0.84964 4.87115 -0.33035
H 0.02418 3.42163 -3.12361
H -5.47520 2.05737 -2.10271
H 3.63881 -2.41671 -1.24066
H 2.71494 -3.28944 3.65690
H 2.88711 -4.98498 3.74730
*
```

Properties
Kohn-Sham gap (spin up / spin down) = 2.75 / 2.68 eV
Electronic energy = -2265.3733 hartree
Highest occupied orbital energy (spin up / spin down) = -20.4 / -20.4 eV

---

Question: Look up the electronic energy of the third one.
Answer: -2016.3942 hartree